(1)
{
  "formula": "C8H7O6Sn",
  "method": "ωB97M-V/def2-TZVPD",
  "species": ["H", "O", "H", "H", "O", "C", "O", "O", "H", "C", "C", "Sn", "C", "C", "H", "O", "C", "O", "H", "H", "C", "C"],
  "positions_angstrom": [[0.98, 2.43, 1.38], [-2.40, -0.99, -3.05], [-0.37, 2.93, 2.39], [-1.16, 1.33, 3.39], [-1.02, 0.60, 0.24], [-0.76, 1.17, 1.35], [2.68, -0.04, 1.45], [-1.06, -3.90, 0.50], [-0.31, -0.16, 2.97], [-0.12, 2.50, 1.42], [2.28, -2.31, -2.36], [0.15, -0.77, -1.13], [-0.57, -2.97, 0.04], [-1.29, -1.38, -2.86], [-0.48, 3.18, 0.64], [3.21, -2.86, -2.70], [2.09, -0.40, 0.54], [1.01, 2.07, -3.36], [-0.61, -2.13, -3.43], [-2.06, 0.02, 2.61], [0.90, 1.17, -2.66], [-1.10, 0.53, 2.65]],
  "lowdin_charge": [0.119, 0.270, 0.116, 0.116, -0.149, -0.382, 0.241, 0.233, 0.127, 0.044, 0.041, 1.282, 0.041, -0.128, 0.127, 0.203, 0.072, 0.236, 0.178, 0.128, 0.039, 0.045],
  "orbital_gap_ev": [6.8193, 6.8223],
  "lumo_ev": [-15.6, -15.6],
  "e_tot_ev": -26488.3519,
  "homo_ev": [-22.4, -22.4],
  "max_force_ev_per_a": 6.1,
  "charge": 3
}

---

(2)
{
  "formula": "C51H42F7I2N2O2PS",
  "method": "ωB97M-V/def2-TZVPD",
  "species": ["H", "H", "C", "O", "C", "C", "H", "I", "H", "H", "F", "H", "H", "C", "C", "S", "C", "C", "N", "H", "C", "C", "C", "C", "C", "H", "H", "H", "H", "H", "H", "C", "C", "C", "H", "O", "H", "N", "H", "C", "C", "H", "H", "I", "H", "H", "H", "F", "C", "F", "C", "F", "C", "C", "C", "C", "C", "H", "H", "C", "C", "H", "C", "C", "C", "H", "C", "C", "C", "H", "C", "F", "H", "C", "H", "F", "C", "C", "C", "H", "H", "C", "C", "H", "H", "C", "C", "H", "C", "C", "F", "C", "P", "C", "C", "C", "C", "H", "C", "H", "H", "H", "H", "H", "H", "C", "C", "H"],
  "positions_angstrom": [[7.32, 9.74, 8.12], [1.90, -1.41, -3.89], [-8.59, -10.48, -6.31], [-0.30, -0.58, -2.06], [1.13, 0.59, 1.00], [7.74, 8.84, 7.68], [1.05, 10.45, 11.37], [-3.61, -7.14, -6.96], [5.02, 6.25, 4.87], [9.17, 5.60, 6.10], [5.74, 7.69, 8.15], [-11.66, -9.06, -5.96], [-8.08, -11.43, -6.25], [-0.39, -3.04, -3.61], [-1.62, 4.36, 4.31], [-4.66, -2.17, -3.79], [4.59, 8.90, 11.15], [-4.98, -9.28, -11.93], [-3.04, -2.03, -3.05], [-10.53, -11.27, -5.80], [0.59, 0.92, 2.24], [4.56, 3.81, 1.88], [3.14, -0.20, 2.08], [-7.87, -9.33, -6.62], [1.32, 0.68, 3.41], [5.59, 8.47, 11.11], [-0.10, 6.59, 6.39], [-6.25, -8.99, -8.79], [4.14, -0.62, 2.04], [0.42, -5.50, -6.60], [4.11, 2.32, 3.36], [-2.34, -4.63, -8.66], [2.59, 0.12, 3.31], [-0.34, 5.64, 5.92], [9.64, 9.74, 7.20], [2.09, -1.70, -2.93], [-2.52, -4.81, -10.93], [-4.15, -3.26, -5.09], [-5.25, -12.54, -11.01], [4.04, 9.22, 12.38], [-2.01, -2.83, -3.81], [4.43, 3.15, 1.03], [0.51, 2.34, 6.02], [-1.13, -2.78, -8.93], [2.83, -0.22, -0.05], [-1.84, 6.48, 4.61], [5.37, 7.05, 2.53], [-6.55, -9.42, -6.85], [-8.49, -8.09, -6.70], [-5.55, -7.36, -10.69], [6.98, 7.68, 7.64], [3.29, -0.10, 4.43], [0.01, 3.25, 5.72], [4.89, 5.56, 4.03], [2.58, 9.69, 10.07], [8.77, 6.51, 6.55], [2.04, 10.01, 11.31], [10.55, 7.66, 6.18], [4.28, 8.87, 9.02], [-10.60, -9.14, -6.14], [-9.96, -10.38, -6.06], [4.40, 3.87, 5.27], [4.55, 4.23, 4.25], [-1.76, -4.57, -6.05], [-0.96, 3.21, 4.72], [-7.91, -7.21, -6.95], [3.86, 9.13, 9.99], [-5.88, -9.47, -9.69], [-2.49, -5.29, -7.32], [-10.36, -7.03, -6.54], [5.09, 6.02, 2.72], [4.74, 8.99, 13.50], [0.91, 0.92, 4.38], [-4.90, -10.67, -12.02], [-4.68, -8.65, -12.76], [-1.25, 2.04, 4.14], [-1.32, 5.58, 4.92], [0.32, 4.48, 6.32], [-3.09, -5.27, -10.00], [2.36, 10.01, 13.45], [-4.51, -11.14, -12.92], [2.41, 0.03, 0.92], [0.56, -4.02, -4.57], [0.56, 0.78, 0.09], [-2.37, 4.30, 3.53], [-5.47, -8.69, -10.77], [7.48, 6.51, 7.08], [6.87, 5.62, 7.06], [-5.31, -11.46, -10.94], [-9.86, -7.99, -6.47], [5.09, 5.58, 0.41], [4.38, 3.35, 3.18], [0.54, -2.12, -2.19], [9.03, 8.84, 7.16], [-0.16, -4.81, -5.85], [9.55, 7.67, 6.59], [-5.80, -10.86, -9.78], [2.01, 9.87, 9.16], [2.77, 9.77, 12.48], [-4.21, -4.86, -9.95], [-3.04, -6.44, -9.97], [-0.40, 1.36, 2.30], [1.71, -4.15, -4.34], [-6.13, -11.48, -8.95], [-0.66, -0.43, -2.99], [-2.69, -3.62, -5.08], [4.91, 5.14, 1.66], [1.08, 4.52, 7.09]],
  "lowdin_charge": [0.116, 0.066, -0.016, -0.371, -0.084, -0.016, 0.103, 0.801, 0.096, 0.107, 0.044, 0.102, 0.116, -0.265, -0.014, 0.891, -0.012, -0.019, -0.307, 0.106, -0.065, -0.008, -0.027, -0.292, -0.011, 0.114, 0.100, 0.082, 0.116, 0.112, 0.086, -0.667, -0.311, -0.096, 0.106, -0.385, 0.069, -0.305, 0.100, -0.290, -0.217, 0.115, 0.108, 0.719, 0.100, 0.105, 0.115, 0.012, -0.013, 0.048, -0.286, 0.057, -0.019, -0.087, -0.096, -0.077, -0.086, 0.102, 0.083, -0.095, -0.080, 0.099, -0.093, -0.209, -0.283, 0.117, -0.082, -0.020, -0.702, 0.107, -0.019, 0.062, 0.089, -0.086, 0.115, 0.044, -0.082, -0.077, -0.186, 0.114, 0.104, -0.081, -0.019, 0.087, 0.116, -0.287, -0.021, 0.114, -0.097, -0.078, 0.061, -0.067, 0.898, -0.082, -0.008, -0.095, -0.072, 0.099, -0.022, 0.105, 0.057, 0.096, 0.097, 0.103, 0.054, -0.163, -0.290, 0.106],
  "orbital_gap_ev": 6.4370,
  "lumo_ev": -2.1,
  "e_tot_ev": -115979.4137,
  "smiles": "C/C(I)=C(\\I)c1ccc(P(O)O)c2nsnc12.Fc1ccccc1.Fc1ccccc1.Fc1ccccc1.Fc1ccccc1.Fc1ccccc1.Fc1ccccc1.Fc1ccccc1",
  "homo_ev": -8.5,
  "max_force_ev_per_a": 7.8,
  "charge": 0
}

---

(3)
{
  "formula": "C4H11ErO2",
  "method": "ωB97M-V/def2-TZVPD",
  "species": ["O", "H", "O", "H", "H", "C", "C", "H", "C", "H", "H", "H", "C", "H", "H", "H", "Er", "H"],
  "positions_angstrom": [[0.88, 0.50, 0.27], [2.47, 1.08, 1.44], [-0.89, -1.36, -0.31], [-0.05, 1.77, -1.08], [-2.74, -2.10, -0.84], [-1.70, -2.44, -0.77], [1.62, 1.54, 0.92], [-1.02, 1.31, 0.35], [-0.86, -0.21, -1.18], [-1.63, -3.24, -0.02], [-1.34, -2.79, -1.74], [3.85, 2.69, 4.16], [-0.30, 0.95, -0.40], [-0.24, -0.46, -2.06], [0.98, 2.06, 1.65], [1.99, 2.25, 0.16], [0.87, -1.56, 0.95], [-1.88, 0.02, -1.51]],
  "lowdin_charge": [-0.384, 0.100, -0.384, 0.166, 0.127, -0.009, -0.015, 0.160, -0.129, 0.108, 0.124, 0.024, -0.129, 0.159, 0.123, 0.128, 1.664, 0.165],
  "orbital_gap_ev": [6.7923, 6.8088],
  "lumo_ev": [-9.1, -8.7],
  "e_tot_ev": -36020.2958,
  "homo_ev": [-15.9, -15.5],
  "max_force_ev_per_a": 1.9,
  "multiplicity": 4,
  "charge": 2
}

---

(4)
{
  "formula": "C62H44IN4O8",
  "method": "ωB97M-V/def2-TZVPD",
  "species": ["H", "H", "H", "C", "H", "H", "H", "C", "C", "C", "H", "C", "C", "H", "H", "C", "C", "O", "H", "C", "C", "H", "H", "C", "H", "C", "C", "O", "C", "H", "C", "H", "C", "C", "H", "C", "C", "C", "C", "H", "C", "O", "H", "N", "H", "C", "N", "C", "H", "C", "C", "N", "C", "O", "H", "C", "C", "H", "C", "O", "H", "C", "C", "C", "C", "C", "C", "C", "H", "H", "C", "H", "C", "C", "H", "C", "H", "C", "C", "O", "C", "H", "H", "C", "O", "H", "C", "H", "C", "C", "H", "H", "C", "C", "H", "C", "O", "C", "C", "H", "C", "H", "C", "H", "H", "H", "C", "H", "N", "C", "C", "H", "H", "C", "C", "C", "C", "I", "H"],
  "positions_angstrom": [[3.66, -4.68, 2.39], [2.97, -4.58, -5.32], [0.12, 3.24, 3.39], [-5.00, 7.95, 0.58], [3.00, -0.65, 3.70], [1.50, -6.76, -0.35], [1.13, 4.18, 7.44], [-4.35, 6.73, 1.13], [3.83, -7.91, 2.51], [1.36, -2.44, 1.32], [1.59, -3.98, -6.25], [1.16, 9.39, 2.61], [-0.54, -1.06, 0.30], [-3.19, 0.31, -1.31], [4.48, -8.24, 3.31], [1.06, 9.77, 1.28], [0.91, -0.10, 2.11], [0.10, 4.88, 1.53], [-6.40, 9.91, -0.62], [0.25, -2.32, 0.34], [5.56, -6.64, -1.22], [-8.29, 9.67, -2.19], [7.89, -5.81, -3.53], [6.10, -6.22, -2.43], [-5.14, -4.06, -5.96], [1.15, 5.83, 6.07], [-6.64, 6.52, -0.66], [1.40, 8.49, 5.25], [2.07, -3.63, 1.41], [0.34, 6.76, -0.10], [2.74, -1.48, 3.06], [-2.72, -3.51, -5.32], [1.97, -4.12, -5.22], [6.41, -6.99, -0.17], [2.37, -6.60, -5.52], [0.66, 7.11, 2.00], [8.32, -6.48, -1.53], [3.45, -2.67, 3.14], [-2.08, 1.26, 0.26], [1.35, -5.16, -3.40], [3.11, -3.74, 2.32], [3.34, -6.38, -1.96], [-0.79, 1.96, 1.82], [-1.38, -5.85, -4.67], [0.70, 9.11, -0.74], [1.13, 7.66, 4.40], [-4.44, -4.75, -5.69], [-2.62, 5.73, 2.46], [9.39, -6.40, -1.65], [-1.02, 1.15, 1.15], [-0.43, -4.73, -4.57], [-3.17, -4.41, -5.35], [1.62, -7.48, 1.66], [-4.59, 9.06, 0.88], [1.21, 10.80, 1.00], [4.37, -7.50, 1.30], [7.79, -6.91, -0.33], [2.04, -8.22, 3.64], [0.43, 5.70, 2.37], [6.59, -7.82, 2.03], [4.27, -2.76, 3.84], [-2.62, -5.61, -5.06], [-4.26, 4.33, 1.38], [1.68, -1.36, 2.16], [0.98, 8.06, 2.97], [0.41, 3.97, 4.14], [5.85, -7.47, 1.13], [-8.29, 7.52, -2.10], [2.10, -3.17, -4.67], [0.61, -6.66, -5.96], [0.60, 5.30, 3.79], [-1.18, -6.82, -4.47], [-3.23, 6.86, 1.93], [-7.82, 8.79, -1.76], [-1.75, 5.83, 3.08], [7.48, -6.14, -2.59], [1.39, 10.13, 3.36], [0.96, 6.23, 4.76], [0.77, 8.82, 0.30], [1.20, 0.84, 2.82], [-6.16, 7.79, -0.33], [-4.66, 3.35, 1.17], [1.44, 6.55, 6.83], [-1.60, -0.94, -0.60], [-0.01, -3.23, -0.42], [-0.76, -4.05, -3.76], [-3.14, 4.47, 2.19], [-8.07, 5.41, -1.81], [0.97, 4.49, 6.42], [1.06, -5.15, -4.46], [-9.11, 7.41, -2.80], [-1.82, -1.75, -1.28], [2.15, -7.08, 0.45], [0.57, 7.50, 0.66], [-2.82, 7.84, 2.15], [4.09, -6.68, -1.05], [-6.48, 4.20, -0.31], [-7.71, 6.39, -1.55], [-6.76, 8.92, -0.88], [0.55, -7.46, 1.81], [-6.03, 5.31, -0.06], [-0.53, -4.14, -5.51], [1.35, -6.54, -5.14], [-2.67, 3.59, 2.61], [1.11, -7.31, -4.38], [-2.68, 2.16, 0.25], [3.53, -7.10, 0.26], [5.45, -5.95, -3.25], [-3.49, -6.66, -5.20], [-4.86, 5.46, 0.84], [-0.24, 0.00, 1.16], [0.45, 2.53, 5.73], [1.81, -4.46, 0.78], [-4.61, -6.07, -5.61], [2.46, -7.90, 2.69], [0.60, 3.56, 5.46], [-2.36, 0.22, -0.62], [-6.42, -7.05, -6.10], [8.45, -7.17, 0.49]],
  "lowdin_charge": [0.102, 0.074, 0.090, -0.277, 0.123, 0.117, 0.109, -0.076, 0.002, -0.080, 0.085, 0.004, -0.086, 0.107, 0.124, -0.050, -0.268, 0.088, 0.122, -0.275, -0.083, 0.109, 0.109, -0.003, 0.174, 0.005, -0.085, 0.113, 0.006, 0.121, 0.006, 0.184, -0.072, -0.080, 0.080, -0.090, -0.048, -0.043, -0.037, 0.121, -0.041, 0.083, 0.097, 0.099, 0.108, -0.276, 0.031, -0.042, 0.112, 0.018, -0.142, 0.159, -0.054, 0.111, 0.110, -0.088, 0.006, 0.111, -0.319, 0.116, 0.112, -0.351, -0.008, -0.080, -0.079, -0.001, -0.277, -0.057, 0.083, 0.078, -0.100, 0.159, 0.021, -0.054, 0.089, -0.052, 0.123, -0.079, -0.052, 0.110, -0.082, 0.114, 0.123, -0.012, 0.079, 0.133, -0.045, 0.119, -0.049, -0.364, 0.108, 0.108, -0.025, 0.000, 0.125, -0.273, 0.096, -0.003, 0.002, 0.111, -0.278, 0.121, -0.061, 0.105, 0.081, 0.095, -0.092, 0.114, 0.136, -0.081, -0.071, 0.110, 0.098, -0.784, -0.048, -0.045, -0.054, 0.961, 0.124],
  "orbital_gap_ev": 7.5916,
  "lumo_ev": -3.2,
  "e_tot_ev": -95444.7888,
  "homo_ev": -10.8,
  "max_force_ev_per_a": 2.7,
  "charge": 1
}

---

Please write out number 3 again, unchanged.
{
  "formula": "C4H11ErO2",
  "method": "ωB97M-V/def2-TZVPD",
  "species": ["O", "H", "O", "H", "H", "C", "C", "H", "C", "H", "H", "H", "C", "H", "H", "H", "Er", "H"],
  "positions_angstrom": [[0.88, 0.50, 0.27], [2.47, 1.08, 1.44], [-0.89, -1.36, -0.31], [-0.05, 1.77, -1.08], [-2.74, -2.10, -0.84], [-1.70, -2.44, -0.77], [1.62, 1.54, 0.92], [-1.02, 1.31, 0.35], [-0.86, -0.21, -1.18], [-1.63, -3.24, -0.02], [-1.34, -2.79, -1.74], [3.85, 2.69, 4.16], [-0.30, 0.95, -0.40], [-0.24, -0.46, -2.06], [0.98, 2.06, 1.65], [1.99, 2.25, 0.16], [0.87, -1.56, 0.95], [-1.88, 0.02, -1.51]],
  "lowdin_charge": [-0.384, 0.100, -0.384, 0.166, 0.127, -0.009, -0.015, 0.160, -0.129, 0.108, 0.124, 0.024, -0.129, 0.159, 0.123, 0.128, 1.664, 0.165],
  "orbital_gap_ev": [6.7923, 6.8088],
  "lumo_ev": [-9.1, -8.7],
  "e_tot_ev": -36020.2958,
  "homo_ev": [-15.9, -15.5],
  "max_force_ev_per_a": 1.9,
  "multiplicity": 4,
  "charge": 2
}